Formula: C27H30BrN6O3S2V
Source: OMol25
Level of theory: wB97M-V/def2-TZVPD

Output
HOMO: -13.66 eV
charge: +2
spin multiplicity: 1
DFT total energy: -160954.8562 eV
lowest unoccupied orbital energy: -6.69 eV
M: 681.6 g/mol
frontier orbital gap: 0.256 Ha

Last column: Löwdin charge in e.
CARTESIAN COORDINATES (ANGSTROEM)
1 V -12.5744 5.5255 -6.8355  0.457
2 O -17.2321 9.4992 -8.9157  0.091
3 C -17.7947 8.3760 -8.4112  -0.231
4 C -19.1601 7.9693 -8.6795  0.008
5 C -19.7425 6.9191 -8.1204  -0.052
6 C -18.9956 6.1188 -7.2679  -0.045
7 C -17.6666 6.3962 -7.0890  -0.005
8 C -17.0282 7.5264 -7.6706  -0.111
9 C -15.6597 7.9510 -7.3770  0.084
10 O -13.7246 4.7169 -7.4263  -0.354
11 N -14.8605 7.2435 -6.6539  0.045
12 N -13.4918 7.4259 -6.6516  -0.017
13 C -13.0033 8.6083 -6.5302  -0.173
14 C -11.6637 8.9448 -6.2296  -0.591
15 Br -10.6100 7.5819 -5.3933  0.865
16 C -11.1865 10.1757 -6.3515  -0.035
17 C -11.9969 11.2939 -6.7895  -0.222
18 C -11.6501 12.5317 -6.2376  -0.001
19 C -12.4725 13.6375 -6.5032  -0.054
20 C -13.5506 13.5421 -7.3606  -0.039
21 C -13.7759 12.2809 -7.9442  -0.066
22 C -13.0457 11.1484 -7.6969  -0.061
23 H -17.6159 9.7471 -9.7484  0.123
24 H -19.7219 8.6949 -9.2698  0.134
25 H -20.7947 6.7225 -8.3816  0.143
26 H -19.3136 5.2770 -6.6792  0.113
27 H -17.1373 5.8265 -6.3584  0.068
28 H -15.2628 8.8404 -7.8025  0.136
29 H -15.1466 6.3340 -6.1549  0.006
30 H -13.7124 9.4180 -6.5790  0.093
31 H -10.1321 10.4190 -6.0890  0.149
32 H -10.6858 12.7413 -5.7322  0.139
33 H -12.1731 14.6260 -6.0849  0.132
34 H -14.2345 14.3474 -7.7047  0.133
35 H -14.4658 12.2283 -8.7864  0.116
36 H -13.1655 10.2829 -8.2699  0.104
37 O -11.6857 5.8616 -8.0873  -0.356
38 C -9.7282 3.6992 -8.4221  0.003
39 N -9.1909 3.5943 -7.0208  -0.113
40 C -7.7621 3.2116 -6.8334  -0.071
41 C -7.6053 3.2285 -5.3272  -0.093
42 N -8.9380 3.6828 -4.8698  0.022
43 C -9.8348 3.7730 -5.8671  -0.738
44 S -11.5152 3.7894 -5.6126  0.749
45 H -9.1790 4.6093 -8.8032  0.118
46 H -10.8019 3.8774 -8.5661  0.064
47 H -9.3859 2.8228 -8.9391  0.089
48 H -7.1850 3.9819 -7.3099  0.131
49 H -7.6071 2.2214 -7.1488  0.119
50 H -6.9070 3.9914 -4.9337  0.134
51 H -7.4241 2.2202 -4.9004  0.140
52 H -9.4201 3.5796 -3.9556  0.157
53 N -17.4374 4.3820 -3.8097  0.116
54 C -16.5463 5.3638 -3.8366  -0.806
55 S -15.0818 4.9647 -4.6352  0.712
56 N -16.9527 6.5213 -3.3586  0.089
57 C -16.4191 7.7861 -3.7111  -0.250
58 C -17.2475 8.7452 -4.2214  -0.030
59 C -16.7335 9.9206 -4.7490  -0.077
60 C -15.4099 10.1444 -4.5602  -0.103
61 C -14.4843 9.2563 -3.9900  -0.053
62 C -15.0431 8.0842 -3.4583  0.003
63 H -17.1823 3.4936 -4.1564  0.090
64 H -18.3604 4.4549 -3.3882  0.136
65 H -17.9471 6.6296 -3.1661  0.162
66 H -18.3358 8.5803 -4.2551  0.134
67 H -17.3777 10.7022 -5.1649  0.130
68 H -15.0869 11.0838 -5.0240  0.114
69 H -13.4753 9.5252 -3.9730  0.092
70 H -14.4476 7.3500 -2.9503  0.103



Formula: C27H30ClN2O2W
Source: OMol25
Level of theory: wB97M-V/def2-TZVPD

Output
HOMO: -17.21 eV
charge: +3
spin multiplicity: 1
DFT total energy: -49877.4038 eV
lowest unoccupied orbital energy: -10.72 eV
M: 633.8 g/mol
frontier orbital gap: 0.238 Ha

Last column: Löwdin charge in e.
CARTESIAN COORDINATES (ANGSTROEM)
1 W 0.4118 0.2701 0.0226  1.554
2 O 1.4751 -0.8001 -1.3785  -0.118
3 C 2.3516 0.0945 -0.9560  -0.396
4 C 3.0853 1.4199 -2.9320  -0.237
5 C 4.5585 1.2356 -2.6433  0.007
6 C 5.2441 0.6317 -1.6521  -0.028
7 C 4.7662 -0.0933 -0.4831  0.072
8 C 3.4788 -0.3518 -0.1569  -0.134
9 C 2.9757 -1.2060 0.8943  -0.003
10 N 1.7045 -1.1488 1.1240  -0.133
11 C 1.0332 -2.2943 1.7445  -0.135
12 C 0.0900 -2.7546 0.6450  -0.118
13 N -0.7325 -1.5376 0.3640  -0.068
14 C -2.0028 -1.7196 0.3273  0.000
15 C -3.0567 -0.7082 0.4431  -0.126
16 C -4.2282 -0.8348 -0.3065  0.031
17 C -5.3080 0.0105 -0.0869  0.002
18 C -5.2596 0.9635 0.9186  0.010
19 C -4.1177 1.0983 1.7096  0.031
20 C -3.0698 0.2572 1.4418  -0.171
21 O -1.8677 0.3626 2.2706  -0.014
22 H 2.9842 2.4095 -3.3888  0.166
23 H 5.1794 1.6374 -3.4389  0.143
24 H 6.3221 0.6448 -1.7483  0.127
25 H 5.5412 -0.5032 0.1576  0.145
26 H 3.5873 -1.9583 1.3874  0.168
27 H 0.4830 -1.9829 2.6340  0.130
28 H 1.7462 -3.0694 2.0235  0.143
29 H -0.5510 -3.5754 0.9598  0.139
30 H 0.6402 -3.0279 -0.2542  0.138
31 H -2.3561 -2.7498 0.2770  0.166
32 H -4.2930 -1.6096 -1.0607  0.143
33 H -6.2016 -0.0994 -0.6857  0.138
34 H -6.1138 1.5994 1.1092  0.139
35 H -4.0807 1.8260 2.5123  0.146
36 C -1.5895 4.8231 -0.2629  -0.037
37 C -0.2731 4.4926 0.4549  -0.361
38 C 0.5063 5.7673 0.7907  -0.036
39 C 0.5404 3.4420 -0.2562  -0.139
40 C -0.0708 2.4801 -1.0771  -0.086
41 C 0.6931 1.4901 -1.7545  -0.146
42 C 2.2245 1.4509 -1.6261  -0.325
43 C 2.6538 0.3663 -3.9676  0.001
44 C 2.7523 2.5462 -0.7535  0.062
45 C 1.9822 3.4534 -0.1326  0.011
46 H -2.0911 5.6267 0.2721  0.099
47 H -2.2836 3.9823 -0.3058  0.071
48 H -1.4023 5.1701 -1.2799  0.110
49 H -0.5302 4.0191 1.4217  0.136
50 H 0.9123 6.2302 -0.1103  0.110
51 H 1.3191 5.6008 1.4952  0.086
52 H -0.1723 6.4842 1.2478  0.100
53 H -1.1200 2.5789 -1.3212  0.124
54 H 0.2607 0.9927 -2.6160  0.138
55 H 1.5829 0.1711 -3.9331  0.079
56 H 3.1608 -0.5843 -3.8056  0.104
57 H 2.8884 0.7096 -4.9728  0.107
58 H 3.8281 2.6118 -0.6498  0.142
59 H 2.4444 4.2310 0.4553  0.124
60 Cl 0.6915 1.4066 2.3171  0.804
61 C -0.8758 1.2294 1.4804  -0.598
62 H -1.3759 2.1935 1.4560  0.063
63 H -2.0904 0.7132 3.1580  0.203



Formula: C27H30F5N5O5SSeTeW
Source: OMol25
Level of theory: wB97M-V/def2-TZVPD

Output
HOMO: -2.33 eV
charge: -2
spin multiplicity: 1
DFT total energy: -145065.3540 eV
lowest unoccupied orbital energy: 4.28 eV
M: 1022.0 g/mol
frontier orbital gap: 0.243 Ha
energy relative to the best compared isomer or geometry (same formula, charge and spin): 211.0 kJ/mol

Last column: Löwdin charge in e.
CARTESIAN COORDINATES (ANGSTROEM)
1 W -1.0038 0.3068 0.7406  1.778
2 C 2.6917 1.0209 -2.4712  -0.199
3 C 2.2356 1.7935 -1.2222  -0.184
4 C 2.3210 0.9884 0.0721  -0.222
5 N 1.2715 -0.0281 0.2009  -0.045
6 C 1.6609 -1.2369 0.5577  -0.274
7 C 2.9125 -1.5095 1.1779  -0.043
8 C 3.5662 -2.6915 1.4349  -0.099
9 C 3.2530 -3.9910 1.0455  -0.140
10 C 2.1292 -4.3551 0.3271  -0.117
11 C 1.0224 -3.6147 -0.0572  -0.031
12 C 0.6606 -2.2697 0.2142  -0.280
13 N -0.5379 -1.7809 0.0012  -0.099
14 C -1.5192 -2.7219 -0.5321  -0.222
15 C -2.9359 -2.2233 -0.7663  -0.199
16 C -2.9957 -0.8820 -1.4609  -0.233
17 N -2.5455 0.2779 -0.6754  -0.223
18 C -2.4646 1.3886 -1.5442  -0.268
19 C -3.2248 2.4865 -1.3488  -0.012
20 C -3.2130 3.7266 -2.0645  -0.065
21 C -2.7447 3.9812 -3.3056  -0.111
22 C -2.1316 3.0421 -4.1995  -0.095
23 C -1.5774 1.8505 -3.9067  -0.011
24 C -1.4028 1.2490 -2.5881  -0.263
25 N -0.4810 0.4321 -2.2621  0.065
26 C 0.4921 -0.0506 -3.2151  -0.221
27 C 1.6381 0.8989 -3.5672  -0.201
28 H 3.5742 1.5069 -2.9012  0.096
29 H 3.0144 0.0096 -2.1945  0.105
30 H 2.8742 2.6667 -1.0727  0.108
31 H 1.2303 2.1836 -1.3525  0.078
32 H 3.2929 0.4882 0.0457  0.101
33 H 2.3196 1.6564 0.9286  0.089
34 H 3.3965 -0.6386 1.5942  0.095
35 H 4.4771 -2.5775 2.0158  0.101
36 H 3.9536 -4.7750 1.3096  0.078
37 H 2.0831 -5.4005 0.0313  0.091
38 H 0.2932 -4.1878 -0.6080  0.074
39 H -1.1321 -3.0631 -1.5047  0.113
40 H -1.5725 -3.6044 0.1155  0.122
41 H -3.3981 -2.9475 -1.4492  0.111
42 H -3.5195 -2.2132 0.1464  0.070
43 H -2.4232 -0.9634 -2.3967  0.105
44 H -4.0385 -0.6832 -1.7418  0.117
45 H -3.8519 2.4575 -0.4653  0.089
46 H -3.6878 4.5530 -1.5468  0.105
47 H -2.8873 4.9858 -3.6894  0.087
48 H -2.0837 3.3473 -5.2415  0.093
49 H -1.1407 1.2941 -4.7308  0.097
50 H 0.9255 -0.9588 -2.7817  0.108
51 H -0.0131 -0.3589 -4.1431  0.101
52 H 2.1123 0.5100 -4.4765  0.100
53 H 1.2353 1.8861 -3.8167  0.107
54 O -1.0059 3.8199 1.7288  -0.297
55 S 0.0158 2.9702 1.1807  0.343
56 O 1.2092 3.6826 0.7716  -0.316
57 O -0.5347 2.1820 -0.0503  -0.478
58 O 0.3375 1.7654 2.0340  -0.486
59 Se -0.3234 -0.9669 3.1304  0.872
60 C 1.4165 -0.7524 3.8905  -0.605
61 C 2.1686 0.4211 3.9642  -0.102
62 C 3.4062 0.3949 4.5887  -0.178
63 N 3.9516 -0.6779 5.1676  0.019
64 C 3.2119 -1.7891 5.1192  -0.198
65 C 1.9785 -1.8779 4.5026  -0.156
66 H 1.7939 1.3338 3.5272  0.082
67 H 3.9986 1.3053 4.6276  0.092
68 H 3.6440 -2.6697 5.5883  0.087
69 H 1.4597 -2.8283 4.4656  0.085
70 F -4.0895 -0.0134 3.5690  -0.417
71 Te -4.4699 0.5825 1.8612  1.978
72 F -6.3395 0.7681 2.2480  -0.516
73 F -2.3345 -1.1331 1.4549  -0.605
74 F -5.0593 -1.2791 1.5463  -0.554
75 F -4.4518 2.3573 2.6448  -0.533
76 O -2.0941 1.1438 1.7799  -0.651